(1)
{"formula": "C22H25N2O2PtS4", "method": "ωB97M-V/def2-TZVPD", "elements": ["Pt", "C", "C", "S", "C", "C", "S", "C", "C", "S", "H", "H", "H", "H", "H", "H", "H", "H", "H", "H", "H", "H", "C", "C", "C", "C", "C", "C", "C", "S", "O", "O", "N", "C", "C", "C", "C", "C", "C", "C", "C", "N", "C", "H", "H", "H", "H", "H", "H", "H", "H", "H", "H", "H", "H", "H"], "coordinates": [[0.751, -0.368, -1.556], [4.263, 1.174, -0.738], [4.380, -0.104, -1.567], [2.923, -1.163, -1.833], [2.881, -2.316, -0.440], [2.623, -1.733, 0.937], [1.162, -0.652, 1.059], [1.765, 1.072, 1.182], [3.070, 1.363, 1.895], [4.620, 0.935, 1.026], [3.290, 1.639, -0.867], [5.009, 1.879, -1.105], [5.150, -0.765, -1.166], [4.668, 0.148, -2.590], [3.812, -2.886, -0.443], [2.075, -2.992, -0.735], [3.483, -1.181, 1.300], [2.436, -2.555, 1.629], [0.953, 1.547, 1.738], [1.766, 1.513, 0.194], [3.140, 0.837, 2.848], [3.091, 2.432, 2.108], [-3.533, -3.218, 4.097], [-3.114, -2.870, 2.695], [-1.823, -3.160, 2.253], [-1.417, -2.838, 0.972], [-2.318, -2.218, 0.111], [-3.624, -1.969, 0.508], [-4.008, -2.286, 1.802], [-1.803, -1.731, -1.488], [-2.921, -1.802, -2.367], [-0.563, -2.453, -1.793], [-1.204, -0.238, -1.408], [-1.801, 1.011, -1.336], [-3.102, 1.322, -1.053], [-3.516, 2.673, -1.041], [-2.650, 3.690, -1.325], [-1.307, 3.388, -1.654], [-0.350, 4.361, -2.020], [0.910, 3.979, -2.379], [1.247, 2.616, -2.342], [0.397, 1.684, -1.970], [-0.892, 2.047, -1.646], [-2.813, -2.837, 4.823], [-3.583, -4.301, 4.224], [-4.512, -2.806, 4.333], [-1.134, -3.660, 2.924], [-0.427, -3.088, 0.618], [-4.342, -1.576, -0.199], [-5.025, -2.092, 2.118], [-3.817, 0.535, -0.864], [-4.546, 2.897, -0.801], [-2.975, 4.722, -1.320], [-0.633, 5.407, -2.021], [1.651, 4.699, -2.697], [2.236, 2.286, -2.630]], "relative_energy_ev": 1.1843, "e_homo_ev": [-10.75, -10.75], "total_charge": 1, "max_force_ha_per_bohr": 0.0096, "total_energy_ev": -76876.6975}

***

(2)
{"formula": "C22H25N3O2", "method": "ωB97M-V/def2-TZVPD", "elements": ["C", "O", "C", "C", "C", "C", "C", "N", "C", "C", "N", "C", "C", "O", "C", "C", "C", "N", "C", "C", "C", "C", "C", "C", "C", "C", "C", "H", "H", "H", "H", "H", "H", "H", "H", "H", "H", "H", "H", "H", "H", "H", "H", "H", "H", "H", "H", "H", "H", "H", "H", "H"], "coordinates": [[0.559, -4.821, 0.589], [-0.118, -3.778, -0.065], [-0.568, -2.723, 0.694], [-0.301, -2.549, 2.043], [-0.775, -1.401, 2.657], [-1.494, -0.452, 1.967], [-1.811, -0.631, 0.612], [-2.641, 0.237, -0.067], [-2.560, 0.391, -1.506], [-2.018, 1.792, -1.855], [-1.197, 2.223, -0.745], [-0.148, 3.147, -1.110], [0.891, 2.317, -1.859], [1.214, 2.585, -3.000], [1.333, 1.120, -1.157], [1.552, -0.097, -1.779], [1.408, -0.473, -3.206], [1.903, -1.024, -0.849], [1.953, -0.443, 0.389], [2.339, -0.987, 1.604], [2.337, -0.159, 2.705], [1.976, 1.182, 2.588], [1.613, 1.729, 1.376], [1.583, 0.915, 0.246], [-2.006, 2.564, 0.402], [-3.086, 1.471, 0.538], [-1.332, -1.792, 0.002], [0.774, -5.564, -0.178], [1.501, -4.479, 1.032], [-0.058, -5.277, 1.369], [0.263, -3.268, 2.613], [-0.560, -1.241, 3.703], [-1.804, 0.432, 2.498], [-1.888, -0.357, -1.918], [-3.556, 0.246, -1.944], [-2.844, 2.500, -2.048], [-1.409, 1.740, -2.756], [0.287, 3.575, -0.207], [-0.495, 3.972, -1.755], [0.702, -1.296, -3.317], [2.369, -0.793, -3.610], [1.068, 0.383, -3.781], [2.022, -2.006, -1.035], [2.643, -2.020, 1.678], [2.630, -0.547, 3.670], [1.996, 1.809, 3.468], [1.376, 2.780, 1.318], [-2.487, 3.556, 0.309], [-1.353, 2.574, 1.280], [-3.364, 1.313, 1.578], [-3.991, 1.775, 0.001], [-1.548, -2.027, -1.027]], "relative_energy_ev": 2.3085, "e_homo_ev": -7.46, "max_force_ha_per_bohr": 0.0167, "smiles": "COc1cccc(N2CCN(CC(=O)c3c(C)[nH]c4ccccc34)CC2)c1", "total_energy_ev": -31784.9242}

***

(3)
{"formula": "C22H25N3O2", "method": "ωB97M-V/def2-TZVPD", "elements": ["C", "O", "C", "C", "C", "C", "C", "C", "C", "C", "N", "C", "O", "C", "C", "C", "C", "N", "C", "C", "C", "C", "C", "C", "N", "C", "C", "H", "H", "H", "H", "H", "H", "H", "H", "H", "H", "H", "H", "H", "H", "H", "H", "H", "H", "H", "H", "H", "H", "H", "H", "H"], "coordinates": [[0.625, -5.716, -0.432], [0.347, -4.440, -0.975], [-0.699, -3.654, -0.204], [-1.594, -4.074, 0.859], [-2.358, -3.323, 1.623], [-2.577, -2.051, 1.315], [-1.897, -1.485, -0.081], [-0.909, -2.227, -0.701], [-0.135, -1.759, -1.756], [1.311, -1.190, -1.059], [0.899, 0.015, -0.288], [1.601, 1.211, -0.315], [2.342, 1.438, -1.305], [0.999, 2.150, 0.678], [-0.473, 2.367, 0.445], [-1.039, 3.153, 1.575], [-2.366, 3.218, 2.002], [-0.425, 4.032, 2.415], [1.178, 3.936, 2.042], [1.913, 4.875, 3.056], [3.219, 4.770, 2.867], [3.915, 3.932, 1.820], [3.035, 3.139, 1.108], [1.736, 3.012, 1.263], [-0.670, -0.705, -2.567], [-0.015, 0.170, -3.533], [-1.908, -1.369, -3.048], [-0.338, -6.406, -0.647], [1.393, -5.980, -1.228], [0.965, -5.701, 0.480], [-1.073, -5.044, 1.284], [-2.857, -3.756, 2.209], [-3.468, -1.588, 1.646], [-2.157, -0.648, -0.288], [0.129, -2.685, -2.454], [1.605, -1.934, -0.471], [1.946, -0.671, -1.946], [0.235, -0.154, 0.545], [-0.962, 1.659, 0.348], [-2.938, 3.592, 0.859], [-2.731, 2.439, 2.194], [-2.739, 3.971, 2.678], [1.282, 5.586, 3.448], [4.010, 5.440, 3.283], [4.883, 3.963, 1.890], [3.471, 2.407, 0.555], [-0.964, 0.741, -3.971], [0.531, -0.637, -4.195], [0.578, 0.726, -3.006], [-2.720, -0.657, -3.506], [-1.609, -2.047, -3.884], [-2.525, -2.037, -2.626]], "relative_energy_ev": 19.8918, "e_homo_ev": -8.20, "max_force_ha_per_bohr": 0.3385, "smiles": "COc1ccccc1[C@H](CNC(=O)c1cc(C)nc2ccccc12)N(C)C", "total_energy_ev": -31767.3409}

***

Copy entry 2 word for word.
{"formula": "C22H25N3O2", "method": "ωB97M-V/def2-TZVPD", "elements": ["C", "O", "C", "C", "C", "C", "C", "N", "C", "C", "N", "C", "C", "O", "C", "C", "C", "N", "C", "C", "C", "C", "C", "C", "C", "C", "C", "H", "H", "H", "H", "H", "H", "H", "H", "H", "H", "H", "H", "H", "H", "H", "H", "H", "H", "H", "H", "H", "H", "H", "H", "H"], "coordinates": [[0.559, -4.821, 0.589], [-0.118, -3.778, -0.065], [-0.568, -2.723, 0.694], [-0.301, -2.549, 2.043], [-0.775, -1.401, 2.657], [-1.494, -0.452, 1.967], [-1.811, -0.631, 0.612], [-2.641, 0.237, -0.067], [-2.560, 0.391, -1.506], [-2.018, 1.792, -1.855], [-1.197, 2.223, -0.745], [-0.148, 3.147, -1.110], [0.891, 2.317, -1.859], [1.214, 2.585, -3.000], [1.333, 1.120, -1.157], [1.552, -0.097, -1.779], [1.408, -0.473, -3.206], [1.903, -1.024, -0.849], [1.953, -0.443, 0.389], [2.339, -0.987, 1.604], [2.337, -0.159, 2.705], [1.976, 1.182, 2.588], [1.613, 1.729, 1.376], [1.583, 0.915, 0.246], [-2.006, 2.564, 0.402], [-3.086, 1.471, 0.538], [-1.332, -1.792, 0.002], [0.774, -5.564, -0.178], [1.501, -4.479, 1.032], [-0.058, -5.277, 1.369], [0.263, -3.268, 2.613], [-0.560, -1.241, 3.703], [-1.804, 0.432, 2.498], [-1.888, -0.357, -1.918], [-3.556, 0.246, -1.944], [-2.844, 2.500, -2.048], [-1.409, 1.740, -2.756], [0.287, 3.575, -0.207], [-0.495, 3.972, -1.755], [0.702, -1.296, -3.317], [2.369, -0.793, -3.610], [1.068, 0.383, -3.781], [2.022, -2.006, -1.035], [2.643, -2.020, 1.678], [2.630, -0.547, 3.670], [1.996, 1.809, 3.468], [1.376, 2.780, 1.318], [-2.487, 3.556, 0.309], [-1.353, 2.574, 1.280], [-3.364, 1.313, 1.578], [-3.991, 1.775, 0.001], [-1.548, -2.027, -1.027]], "relative_energy_ev": 2.3085, "e_homo_ev": -7.46, "max_force_ha_per_bohr": 0.0167, "smiles": "COc1cccc(N2CCN(CC(=O)c3c(C)[nH]c4ccccc34)CC2)c1", "total_energy_ev": -31784.9242}